# C5H10N3

A cluster of 2 separate species, C5H10N3 in total in a non-equilibrium geometry (ωB97M-V with the def2-TZVPD basis set, the OMol25 dataset).

```
18
Properties=species:S:1:pos:R:3:forces:R:3:nbo_charge:R:1
C 0.368545 -2.122583 -1.479457 1.4 -0.8 -3.4 -0.29
C 1.283187 -1.079555 -1.512599 -2.9 0.3 2.9 -0.04
C -0.542445 -1.836940 -0.523144 -2.1 -2.1 1.9 -0.05
C -1.160603 1.787552 0.911690 -1.8 3.3 0.1 -0.77
C -1.129235 0.553538 1.648453 2.3 -2.0 -2.5 0.10
N 0.837206 -0.227370 -0.501661 3.1 -0.6 -2.3 0.02
N -0.207879 -0.693564 0.073355 -2.8 0.6 2.5 -0.22
N 1.382580 1.021365 -0.190537 0.2 0.4 0.8 -0.63
H 0.318839 -2.909881 -2.275853 0.1 0.7 1.3 0.27
H 2.135157 -0.889232 -2.047991 1.8 0.5 -1.2 0.23
H -1.322205 -2.610357 -0.148350 1.2 2.1 -0.6 0.26
H -1.576473 1.760822 -0.124314 0.4 -0.5 0.7 0.31
H -0.157497 2.346819 0.900556 -2.0 -0.8 0.2 0.27
H -2.057930 2.445086 1.376968 2.0 -1.1 -0.5 0.31
H -1.917782 -0.206003 1.795993 0.3 0.9 0.2 0.25
H -0.137824 0.403576 2.090801 -1.0 -0.3 1.0 0.22
H 1.700134 1.099116 0.801930 -0.1 -0.6 -1.1 0.37
H 2.184224 1.157612 -0.795841 -0.1 0.0 0.0 0.40
```
Forces are in eV/Å.

Properties
Net charge: +1
E_tot in eV: -9806.5199
LUMO energy in eV: -5.203
Energy above the lowest of the compared OMol25 structures with the same formula, charge and spin in kcal per mole: 120.57
Orbital gap in eV: 8.12

---

# C5H10N3

A cluster of 2 separate species, C5H10N3 in total in a non-equilibrium geometry (ωB97M-V with the def2-TZVPD basis set, the OMol25 dataset).

```
18
Properties=species:S:1:pos:R:3:forces:R:3:nbo_charge:R:1
C -1.489232 -2.602335 -1.388498 0.0 0.0 0.2 0.27
C 0.900078 -1.639070 1.364262 -1.2 0.2 -0.6 0.38
C 0.583769 1.773303 0.233430 -0.5 0.7 0.4 -0.13
C 0.365661 0.483219 0.186443 -0.9 -0.8 0.1 -0.09
C -0.464376 2.727624 -0.376879 2.7 0.8 0.2 -0.65
N -1.554969 -2.766234 -2.523241 -0.3 0.2 -0.8 -0.62
N 1.110647 -0.386524 0.992387 -0.9 -1.2 -0.8 -0.50
N -0.074129 -2.485567 1.040563 -1.1 -0.3 -0.6 -0.79
H 1.672136 -1.851261 2.039595 0.6 -1.5 1.1 0.22
H 1.441500 2.019090 0.926908 -1.0 0.7 -1.1 0.21
H -0.484060 0.041277 -0.290333 -0.3 -0.2 -0.4 0.21
H -1.410795 2.287300 -0.628866 0.1 -0.7 -1.0 0.23
H 0.041660 3.431206 -1.100276 -1.0 -1.0 0.3 0.25
H -0.785958 3.363482 0.405364 0.0 1.0 1.1 0.24
H -1.734517 -2.757776 -3.512622 0.1 -0.2 0.1 0.47
H 1.926229 0.024666 1.363859 1.0 0.3 0.6 0.42
H -0.253680 -3.427894 1.484862 1.2 1.8 -0.3 0.45
H -0.807461 -2.379075 0.213403 1.6 0.3 1.4 0.42
```
Forces are in eV/Å.

Properties
Net charge: +1
E_tot in eV: -9808.9622
LUMO energy in eV: -3.202
Energy above the lowest of the compared OMol25 structures with the same formula, charge and spin in kcal per mole: 64.25
Orbital gap in eV: 9.79

---

# C5H10N3

The ion C5H10N3 with charge +1 in a non-equilibrium geometry (ωB97M-V with the def2-TZVPD basis set, the OMol25 dataset).

```
18
Properties=species:S:1:pos:R:3:forces:R:3:nbo_charge:R:1
C 0.946182 0.462080 -1.586314 0.8 -0.1 0.4 -0.20
C 1.090006 -0.300378 -0.263927 0.7 1.5 -1.6 -0.45
C -0.166510 -0.652985 0.378763 -2.3 0.2 1.3 0.02
C -0.446943 -1.805874 1.060140 -0.8 0.6 -0.3 -0.05
N -1.507362 -1.540794 1.887693 -0.5 2.2 -0.6 -0.51
C -1.891333 -0.197689 1.664541 1.6 -1.9 -1.6 0.20
N -1.178629 0.324315 0.698623 2.5 -0.8 0.4 -0.51
N 0.646811 1.969823 -1.179311 1.0 -1.2 -0.8 -0.73
H 0.161309 0.003918 -2.248505 0.3 1.0 0.8 0.24
H 1.867018 0.503754 -2.215314 -0.5 -0.1 0.8 0.23
H 1.698374 -1.119952 -0.532910 0.5 -1.4 0.2 0.26
H 1.722354 0.343394 0.379000 -0.2 -0.4 0.0 0.21
H -0.189386 -2.821679 0.850369 0.7 -0.3 0.4 0.24
H -1.943510 -2.230749 2.460078 -0.4 -0.1 0.4 0.43
H -2.602310 0.429414 2.119992 -1.1 -0.2 0.9 0.23
H -0.241847 1.951263 -1.679040 -0.4 1.7 0.8 0.47
H 0.643465 2.169860 -0.112899 -0.5 -0.6 -2.3 0.48
H 1.392311 2.512278 -1.680977 -1.3 -0.1 0.8 0.45
```
Forces are in eV/Å.

Properties
Net charge: +1
E_tot in eV: -9810.1765
LUMO energy in eV: -3.305
Energy above the lowest of the compared OMol25 structures with the same formula, charge and spin in kcal per mole: 36.25
SMILES: [NH3+]CCc1c[nH]cn1
Orbital gap in eV: 9.02